[1]
Entry from the Open Molecules 2025 dataset: a structure of composition C13H30IN3O4 at a distorted geometry (ωB97M-V with the def2-TZVPD basis set).

Properties
energy	-1276.03740	Ha
highest occupied orbital energy	-8.31	eV
multiplicity	1

Geometry (Å):
C1 -3.49 1.18 -0.87
C2 -2.42 0.48 -1.38
N1 -1.36 1.05 -2.18
I1 -1.56 0.22 -4.08
C3 -0.05 0.73 -1.68
O1 0.77 0.30 -2.40
O2 0.23 1.01 -0.39
C4 -0.04 -0.08 0.52
C5 0.50 -1.44 0.08
H1 -4.50 1.00 -1.24
H2 -3.37 1.89 -0.05
H3 -2.31 -0.59 -1.13
H4 0.36 0.21 1.49
H5 -1.12 -0.18 0.67
H6 1.53 -1.38 -0.29
H7 -0.16 -1.96 -0.61
H8 0.54 -2.06 0.99
C6 0.66 6.62 -1.60
C7 0.13 5.20 -1.72
C8 0.05 4.70 -3.17
O3 -1.05 5.21 -3.91
C9 -0.84 6.49 -4.48
N2 -1.17 5.12 -1.05
H9 -0.07 7.37 -1.89
H10 0.94 6.83 -0.56
H11 1.56 6.76 -2.21
H12 0.83 4.54 -1.19
H13 -0.10 3.62 -3.14
H14 0.99 4.87 -3.71
H15 0.20 6.63 -4.80
H16 -1.13 7.28 -3.78
H17 -1.49 6.58 -5.35
H18 -1.48 4.15 -1.05
H19 -1.85 5.59 -1.64
C10 1.08 -6.35 4.93
C11 0.68 -6.77 3.52
C12 1.65 -6.29 2.43
O4 1.52 -4.92 2.10
C13 2.20 -4.02 2.95
N3 -0.69 -6.33 3.26
H20 0.88 -5.29 5.12
H21 0.51 -6.92 5.67
H22 2.14 -6.53 5.11
H23 0.69 -7.87 3.50
H24 1.43 -6.84 1.52
H25 2.69 -6.53 2.69
H26 3.14 -4.44 3.33
H27 1.56 -3.73 3.79
H28 2.44 -3.12 2.38
H29 -0.99 -6.69 2.36
H30 -0.66 -5.32 3.12

***

[2]
Entry from the Open Molecules 2025 dataset: a structure of composition C13H30N3O10Sr at a distorted geometry (ωB97M-V with the def2-TZVPD basis set).

Properties
energy	-1460.90048	Ha
highest occupied orbital energy	-4.10	eV
multiplicity	1
net charge	-1

Geometry (Å):
Sr1 0.03 -0.17 -0.03
C1 3.05 1.92 -1.75
C2 1.79 1.83 -2.63
O1 0.80 1.24 -2.11
O2 1.92 2.12 -3.83
H1 3.96 2.01 -2.35
H2 3.11 1.07 -1.08
H3 3.02 2.76 -1.04
C3 -4.07 1.58 -2.15
C4 -2.75 0.85 -2.40
O3 -2.15 0.50 -1.31
O4 -2.38 0.59 -3.53
H4 -4.81 0.85 -1.81
H5 -4.51 2.09 -3.01
H6 -3.96 2.31 -1.35
C5 0.19 -4.34 -2.60
C6 -0.24 -2.95 -3.06
O5 -0.58 -2.84 -4.26
O6 -0.01 -1.98 -2.29
H7 -0.53 -5.10 -2.93
H8 0.19 -4.35 -1.51
H9 1.13 -4.62 -3.07
C7 3.07 0.78 2.06
O7 1.95 0.49 1.60
N1 4.22 0.87 1.39
N2 3.15 0.91 3.42
H10 4.32 0.56 0.44
H11 5.01 1.36 1.77
H12 3.96 1.21 3.92
H13 2.25 0.84 3.86
C8 -0.08 -3.68 0.96
O8 -0.69 -2.41 0.90
C9 -1.96 -2.37 1.58
C10 -2.56 -0.94 1.51
N3 -1.76 0.21 1.96
C11 -2.39 1.52 1.72
C12 -1.28 2.56 1.88
O9 -0.23 2.29 0.99
C13 0.65 3.38 0.81
H14 -0.70 -4.44 0.48
H15 0.25 -3.87 1.99
H16 0.87 -3.58 0.44
H17 -1.80 -2.70 2.61
H18 -2.62 -3.08 1.07
H19 -3.44 -0.85 2.17
H20 -2.91 -0.76 0.49
H21 -1.67 0.15 2.97
H22 -3.07 1.68 2.58
H23 -2.81 1.62 0.72
H24 -0.98 2.61 2.93
H25 -1.80 3.47 1.56
H26 0.05 4.30 0.71
H27 1.20 3.28 -0.12
H28 1.37 3.43 1.63
O10 2.25 -1.20 -0.68
H29 3.10 -1.65 -0.67
H30 1.89 -1.38 -1.57

***

[3]
Entry from the Open Molecules 2025 dataset: an isolated molecule of C13H30O3Si at a distorted geometry (ωB97M-V with the def2-TZVPD basis set).

Properties
energy	-1028.62659	Ha
highest occupied orbital energy	-9.59	eV
multiplicity	1

Geometry (Å):
C1 -1.79 -2.43 -0.93
C2 -2.46 -1.06 -0.91
C3 -4.03 -1.13 -0.94
C4 -1.82 -0.22 0.23
Si1 0.01 0.06 0.24
O1 0.29 1.16 -1.03
C5 0.67 0.76 -2.33
C6 0.65 1.92 -3.35
C7 2.11 0.17 -2.31
O2 0.85 -1.34 -0.19
C8 1.47 -2.16 0.68
C9 2.87 -1.56 1.18
C10 0.64 -2.45 1.89
O3 0.33 0.83 1.68
C11 0.10 2.24 1.71
C12 1.40 2.98 1.79
C13 -0.79 2.70 2.92
H1 -0.77 -2.42 -1.04
H2 -2.16 -3.09 -1.71
H3 -2.07 -2.95 0.01
H4 -2.15 -0.59 -1.87
H5 -4.35 -1.93 -1.55
H6 -4.45 -0.24 -1.41
H7 -4.41 -1.35 0.06
H8 -2.00 -0.70 1.15
H9 -2.18 0.79 0.19
H10 -0.12 0.02 -2.62
H11 1.42 2.59 -3.08
H12 0.79 1.56 -4.39
H13 -0.35 2.39 -3.26
H14 2.81 0.84 -1.94
H15 2.20 -0.71 -1.73
H16 2.55 -0.10 -3.29
H17 1.73 -3.08 0.10
H18 3.53 -1.53 0.27
H19 3.30 -2.19 2.01
H20 2.83 -0.54 1.57
H21 0.56 -1.50 2.38
H22 -0.24 -2.94 1.45
H23 1.17 -3.08 2.60
H24 -0.45 2.51 0.75
H25 1.37 4.07 1.39
H26 1.77 2.92 2.82
H27 2.09 2.43 1.16
H28 -1.71 2.19 2.82
H29 -0.93 3.77 2.99
H30 -0.26 2.38 3.87

***

[4]
Entry from the Open Molecules 2025 dataset: a structure of composition C13H31AlO11P2 at a distorted geometry (ωB97M-V with the def2-TZVPD basis set).

Properties
energy	-2266.62709	Ha
highest occupied orbital energy (spin up / spin down)	-13.16 / -13.16	eV
multiplicity	2
net charge	+1

Geometry (Å):
Al1 -0.65 0.47 0.03
O1 3.54 -1.42 -1.39
C1 2.45 -0.71 -1.15
O2 2.25 -0.18 -0.04
O3 1.54 -0.79 -2.01
H1 3.32 -1.87 -2.21
C2 4.30 -2.59 3.19
C3 3.16 -1.53 2.98
O4 2.15 -1.95 3.78
P1 0.92 -0.95 3.93
O5 0.23 -0.45 2.68
O6 -0.08 -1.68 4.96
C4 0.34 -2.31 6.22
C5 -0.65 -3.38 6.67
O7 1.53 0.27 4.84
C6 0.62 1.29 5.31
C7 1.37 2.21 6.21
H2 5.20 -2.27 2.66
H3 4.60 -2.56 4.23
H4 4.00 -3.61 2.96
H5 3.45 -0.48 3.03
H6 2.76 -1.62 1.97
H7 1.35 -2.72 6.16
H8 0.40 -1.54 7.00
H9 -1.69 -3.05 6.68
H10 -0.66 -4.26 6.01
H11 -0.36 -3.70 7.67
H12 0.16 1.85 4.50
H13 -0.26 0.86 5.80
H14 0.95 3.20 6.37
H15 1.60 1.75 7.18
H16 2.36 2.45 5.83
C8 1.06 -0.97 -5.68
C9 -0.45 -0.84 -5.27
O8 -0.77 0.53 -5.27
P2 -1.84 1.07 -4.15
O9 -1.42 0.82 -2.74
O10 -3.27 0.40 -4.60
C10 -4.39 0.57 -3.82
C11 -5.62 0.24 -4.73
O11 -2.15 2.61 -4.54
C12 -1.06 3.50 -4.25
C13 -1.25 4.84 -4.97
H17 1.27 -0.45 -6.61
H18 1.74 -0.64 -4.90
H19 1.38 -2.02 -5.66
H20 -0.99 -1.41 -6.02
H21 -0.63 -1.20 -4.26
H22 -4.46 -0.11 -2.97
H23 -4.43 1.60 -3.49
H24 -6.58 0.15 -4.23
H25 -5.68 1.03 -5.48
H26 -5.52 -0.68 -5.30
H27 -0.99 3.60 -3.17
H28 -0.08 3.14 -4.55
H29 -0.37 5.48 -4.97
H30 -1.61 4.75 -5.99
H31 -2.10 5.27 -4.44